one:
{
  "formula": "C4H5N3O5",
  "method": "ωB97M-V/def2-TZVPD",
  "homo_energy_ha": [-0.3756, -0.3756],
  "orbital_gap_ev": [8.262, 8.262],
  "elements": ["C", "C", "C", "C", "N", "N", "N", "O", "O", "O", "O", "O", "H", "H", "H", "H", "H"],
  "positions_angstrom": [[-0.31378, 1.12986, 1.48474], [-0.95307, 1.41408, 0.16047], [-0.02906, 0.80436, -0.89258], [0.24154, -0.58543, -0.41099], [0.28416, -0.05506, 1.60664], [-0.83754, -1.54093, -0.37213], [1.54773, -1.15400, -0.79664], [-1.84719, -1.16659, -0.92545], [2.46567, -0.59271, -0.31411], [-0.29127, 1.81693, 2.49536], [-0.64533, -2.58346, 0.21667], [1.50251, -2.15816, -1.40450], [-1.81293, 0.86334, 0.13332], [-0.95237, 2.52112, -0.13106], [-0.58410, 0.60076, -1.77399], [0.97768, 1.14605, -0.90414], [1.24735, -0.46016, 1.82838]],
  "nbo_charge": [0.617, -0.484, -0.476, 0.329, -0.549, 0.472, 0.510, -0.360, -0.354, -0.551, -0.314, -0.309, 0.251, 0.257, 0.259, 0.249, 0.452]
}

two:
{
  "formula": "C4H5N3O5",
  "method": "ωB97M-V/def2-TZVPD",
  "homo_energy_ha": -0.4072,
  "smiles": "COCC(C#N)([N+](=O)[O-])[N+](=O)[O-]",
  "orbital_gap_ev": 10.258,
  "elements": ["C", "O", "C", "C", "C", "N", "N", "O", "O", "N", "O", "O", "H", "H", "H", "H", "H"],
  "positions_angstrom": [[1.11324, -0.33013, -0.39982], [0.14549, -0.36630, 0.60781], [-0.82160, 0.51155, 0.61623], [-2.34893, -0.07519, -0.21376], [-2.20594, 0.33577, -1.64727], [-1.99624, 0.86091, -2.65620], [-2.50441, -1.56966, 0.03077], [-1.93449, -2.20132, -0.84899], [-2.99658, -2.05405, 1.01964], [-3.46555, 0.76790, 0.37270], [-3.96072, 1.55326, -0.42509], [-3.81750, 0.57147, 1.48610], [0.57424, -0.09715, -1.45133], [1.67563, -1.25494, -0.43027], [1.84932, 0.48126, -0.35246], [-0.60828, 1.32816, -0.02484], [-1.30224, 0.76911, 1.59064]],
  "nbo_charge": [-0.265, -0.490, 0.068, -0.030, 0.241, -0.246, 0.523, -0.353, -0.306, 0.517, -0.349, -0.310, 0.189, 0.218, 0.188, 0.188, 0.218]
}

Which of them is most stable, and which least? Most stable: two; least stable: one.

one:
{
  "formula": "C8H36O10",
  "method": "ωB97M-V/def2-TZVPD",
  "homo_energy_ha": -0.3633,
  "smiles": "CCO.CCO.CCO.CCO.O.O.O.O.O.O",
  "orbital_gap_ev": 10.018,
  "elements": ["C", "C", "O", "H", "H", "H", "H", "H", "H", "C", "C", "O", "H", "H", "H", "H", "H", "H", "C", "C", "O", "H", "H", "H", "H", "H", "H", "C", "C", "O", "H", "H", "H", "H", "H", "H", "O", "H", "H", "O", "H", "H", "O", "H", "H", "O", "H", "H", "O", "H", "H", "O", "H", "H"],
  "positions_angstrom": [[-0.21231, 1.28257, -4.20655], [0.08391, 1.08047, -5.69603], [-1.07915, 1.13462, -6.51996], [0.71021, 1.09555, -3.65094], [-0.95139, 0.55998, -3.84286], [-0.63396, 2.25911, -3.97719], [0.59322, 0.12043, -5.82136], [0.68200, 1.91445, -6.05604], [-1.71662, 0.49344, -6.18985], [3.08514, 1.01861, 2.16609], [4.31697, 1.20021, 1.34222], [4.09272, 2.15270, 0.28404], [2.26126, 0.59514, 1.58431], [2.71025, 1.94736, 2.60023], [3.26905, 0.33129, 2.99360], [4.63607, 0.24140, 0.92559], [5.12884, 1.54115, 1.99855], [4.80235, 2.00657, -0.34733], [0.63133, -1.71360, 2.66281], [0.28431, -3.09321, 3.15118], [0.49478, -3.15722, 4.57144], [0.16183, -1.49666, 1.70261], [1.69806, -1.50184, 2.54540], [0.26383, -0.95970, 3.36299], [0.83718, -3.89671, 2.64985], [-0.76925, -3.28430, 2.90462], [0.13837, -3.99171, 4.88620], [-3.44053, -0.03842, 3.28418], [-2.75647, 1.16132, 2.65765], [-1.36946, 0.86295, 2.51050], [-2.90765, -0.29402, 4.20482], [-3.38902, -0.91336, 2.63578], [-4.48260, 0.17691, 3.50986], [-2.90290, 2.05551, 3.27653], [-3.19853, 1.39785, 1.67852], [-1.02814, 1.40467, 1.79387], [-3.22295, 1.55325, -1.44371], [-4.12741, 1.41092, -1.15156], [-2.66660, 1.11371, -0.78479], [-1.43725, -1.89153, -2.84705], [-0.62767, -2.21553, -3.25785], [-2.13606, -2.45606, -3.19252], [-1.85942, -2.79559, 0.02411], [-1.38615, -3.01286, -0.78415], [-1.52995, -1.91876, 0.25423], [1.38961, 2.02274, -0.40279], [0.71764, 2.65706, -0.14051], [2.24561, 2.45354, -0.25644], [2.09175, -0.45364, -1.59540], [1.89356, 0.35388, -1.09272], [2.59727, -0.14661, -2.35272], [-0.96773, 0.06572, -0.69057], [-0.92708, -0.37670, -1.54790], [-0.09089, -0.05703, -0.31297]],
  "nbo_charge": [-0.641, -0.059, -0.720, 0.206, 0.210, 0.219, 0.146, 0.177, 0.459, -0.636, -0.067, -0.754, 0.219, 0.212, 0.225, 0.170, 0.163, 0.478, -0.630, -0.066, -0.730, 0.200, 0.198, 0.236, 0.156, 0.167, 0.465, -0.629, -0.057, -0.730, 0.215, 0.215, 0.209, 0.155, 0.154, 0.468, -0.957, 0.462, 0.490, -0.959, 0.480, 0.487, -0.956, 0.470, 0.481, -0.989, 0.486, 0.507, -0.974, 0.495, 0.467, -0.984, 0.505, 0.484]
}

two:
{
  "formula": "C8H36O10",
  "method": "ωB97M-V/def2-TZVPD",
  "homo_energy_ha": -0.3645,
  "smiles": "CCO.CCO.CCO.CCO.O.O.O.O.O.O",
  "orbital_gap_ev": 9.559,
  "elements": ["C", "C", "O", "H", "H", "H", "H", "H", "H", "C", "C", "O", "H", "H", "H", "H", "H", "H", "C", "C", "O", "H", "H", "H", "H", "H", "H", "C", "C", "O", "H", "H", "H", "H", "H", "H", "O", "H", "H", "O", "H", "H", "O", "H", "H", "O", "H", "H", "O", "H", "H", "O", "H", "H"],
  "positions_angstrom": [[-3.48748, -1.69541, -2.12001], [-3.46856, -1.44187, -3.55804], [-4.69858, -1.96169, -4.09544], [-2.75035, -1.06082, -1.62804], [-3.32510, -2.74876, -1.89154], [-4.35843, -1.42378, -1.52355], [-2.59873, -1.91974, -4.00874], [-3.36239, -0.35977, -3.63486], [-5.28436, -1.83082, -3.34621], [2.16235, -2.24294, 0.67059], [2.76850, -3.58971, 1.17376], [4.06913, -3.33652, 1.56870], [1.07675, -2.18356, 0.59293], [2.64078, -1.98259, -0.27356], [2.31792, -1.48833, 1.44160], [2.82275, -4.39902, 0.44563], [2.25139, -3.96137, 2.05839], [4.52767, -3.00609, 0.79270], [-1.96192, 2.23534, -2.86491], [-0.51054, 2.65924, -2.56158], [0.28752, 2.37470, -3.74816], [-2.35782, 2.81969, -3.69551], [-2.64993, 2.29455, -2.02156], [-2.04869, 1.24035, -3.30145], [-0.07031, 2.06907, -1.75784], [-0.44736, 3.71618, -2.30278], [1.04894, 1.86048, -3.46989], [2.45193, 1.34029, 3.08073], [2.37650, 2.80676, 3.39319], [3.23563, 3.57249, 2.50292], [1.82192, 0.94440, 2.28420], [2.01687, 0.74133, 3.88077], [3.48350, 1.09108, 2.83203], [2.55412, 2.97670, 4.45511], [1.38364, 3.18736, 3.15347], [3.16710, 4.51055, 2.69517], [-0.33791, -0.81169, -2.26594], [-0.51294, -1.73853, -2.42896], [-0.34974, -0.40890, -3.13418], [0.18390, -0.84392, 4.84655], [-0.27206, -0.32246, 4.18594], [-0.28656, -1.67740, 4.86108], [-0.50272, 0.33834, 0.53306], [-0.54237, -0.29873, 1.24637], [-0.77284, -0.15294, -0.24277], [-1.06506, 3.05278, 0.86450], [-0.20014, 3.45737, 0.93119], [-0.88658, 2.14215, 0.62969], [-1.35152, -1.56977, 2.58088], [-1.63684, -2.43757, 2.86680], [-2.16046, -1.11871, 2.33922], [2.06238, 0.50504, -0.87330], [1.17123, 0.22734, -0.66123], [2.37588, -0.14999, -1.49690]],
  "nbo_charge": [-0.656, -0.071, -0.703, 0.221, 0.206, 0.208, 0.169, 0.165, 0.460, -0.643, -0.060, -0.706, 0.199, 0.193, 0.233, 0.152, 0.171, 0.457, -0.636, -0.065, -0.747, 0.215, 0.219, 0.186, 0.172, 0.179, 0.473, -0.649, -0.064, -0.736, 0.208, 0.227, 0.225, 0.163, 0.156, 0.466, -0.965, 0.479, 0.491, -0.936, 0.475, 0.462, -0.977, 0.497, 0.493, -0.967, 0.466, 0.489, -0.962, 0.487, 0.483, -0.944, 0.483, 0.458]
}

Which of them is most stable, and which least? Most stable: one; least stable: two.

one:
{
  "formula": "C7H12N",
  "method": "ωB97M-V/def2-TZVPD",
  "charge": 1,
  "homo_energy_ha": [-0.3638, -0.5369],
  "spin_multiplicity": 3,
  "orbital_gap_ev": [6.875, 8.238],
  "elements": ["C", "C", "C", "C", "C", "C", "C", "N", "H", "H", "H", "H", "H", "H", "H", "H", "H", "H", "H", "H"],
  "positions_angstrom": [[-0.19187, 0.79128, 2.50286], [-0.16057, 1.64017, 1.26647], [0.94453, -1.21542, -1.14723], [-0.13427, 1.06240, 0.06610], [-0.15561, -0.21532, -0.78907], [1.88632, -1.64031, -0.26550], [-1.51450, -0.83729, -1.10848], [-0.12650, 1.16128, -1.36598], [-1.03549, 1.00153, 3.20472], [0.14610, -0.26988, 2.27082], [-0.06471, 2.63454, 1.23103], [0.94770, -1.67665, -2.02534], [2.68848, -2.40940, -0.49772], [0.73589, 1.18633, 2.97148], [2.02989, -1.07346, 0.62119], [-1.58218, -1.42934, -2.09153], [-2.30375, -0.09713, -0.91425], [-1.60323, -1.60227, -0.38606], [-1.07620, 1.35227, -1.64235], [0.56997, 1.63667, -1.90115]],
  "lowdin_spin": [0.000, -0.001, 0.806, 0.002, 0.093, 0.863, 0.035, 0.049, 0.000, 0.001, 0.000, 0.045, 0.038, 0.000, 0.052, 0.000, 0.008, 0.003, 0.002, 0.003]
}

two:
{
  "formula": "C7H12N",
  "method": "ωB97M-V/def2-TZVPD",
  "charge": 1,
  "homo_energy_ha": [-0.4199, -0.5407],
  "spin_multiplicity": 3,
  "orbital_gap_ev": [8.679, 7.080],
  "elements": ["C", "C", "C", "C", "C", "C", "C", "N", "H", "H", "H", "H", "H", "H", "H", "H", "H", "H", "H", "H"],
  "positions_angstrom": [[0.05604, -1.10548, -1.14454], [1.31128, -0.64890, -0.33125], [-0.47449, 0.31882, 0.89274], [-0.67804, 1.23682, -0.15121], [-1.04948, -0.13736, -0.49635], [-2.50582, -0.61935, -0.63669], [1.91941, 1.14105, 1.29662], [0.90162, 0.45598, 0.54199], [0.17074, -0.81426, -2.26413], [-0.19708, -2.11587, -0.78343], [1.68499, -1.47809, 0.30919], [2.01442, -0.14308, -1.10770], [-0.76286, -0.10661, 1.91770], [-0.53930, 2.26200, -0.41067], [-2.81247, -0.43703, -1.67922], [-3.21494, 0.00795, -0.14580], [-2.45294, -1.68054, -0.42882], [2.88059, 0.93342, 0.73713], [1.95819, 2.22758, 1.54739], [1.79013, 0.70296, 2.33704]],
  "lowdin_spin": [0.052, 0.056, 0.153, 0.707, 0.081, 0.039, 0.074, 0.657, 0.005, 0.002, 0.031, 0.014, 0.022, 0.034, 0.001, 0.002, 0.004, 0.002, 0.023, 0.042]
}

three:
{
  "formula": "C7H12N",
  "method": "ωB97M-V/def2-TZVPD",
  "charge": 1,
  "homo_energy_ha": [-0.3400, -0.5195],
  "spin_multiplicity": 3,
  "orbital_gap_ev": [6.162, 7.764],
  "elements": ["C", "C", "C", "C", "C", "C", "C", "N", "H", "H", "H", "H", "H", "H", "H", "H", "H", "H", "H", "H"],
  "positions_angstrom": [[2.46728, -0.94673, 0.67456], [1.99829, -1.22906, -0.50105], [-0.06212, 1.58659, 0.15732], [1.30913, 1.38441, -0.41599], [-0.20912, 0.11541, 0.52573], [1.35851, -0.04321, 0.04960], [-2.55356, -0.76077, 0.00734], [-1.11998, -0.66990, -0.38303], [3.09261, -1.03030, 1.48183], [2.03346, -2.04318, -1.23876], [0.03094, 2.23810, 1.13976], [-0.89258, 2.00505, -0.27892], [1.40848, 1.31418, -1.47932], [2.10263, 2.07465, 0.01168], [-0.62072, -0.03895, 1.59557], [-3.11539, -1.34745, -0.72378], [-2.64524, -1.00585, 1.15496], [-2.92725, 0.24832, 0.13047], [-1.02204, -0.27807, -1.29872], [-0.63332, -1.57324, -0.60925]],
  "lowdin_spin": [0.790, 0.754, 0.005, 0.062, 0.098, 0.148, 0.005, 0.017, 0.051, 0.043, 0.001, 0.001, 0.004, 0.001, 0.005, 0.001, 0.000, 0.001, 0.001, 0.014]
}

Which of them is most stable, and which least? Most stable: two; least stable: three.

one:
{
  "formula": "C4H7FN2",
  "method": "ωB97M-V/def2-TZVPD",
  "homo_energy_ha": -0.2704,
  "orbital_gap_ev": 8.250,
  "elements": ["C", "C", "C", "C", "N", "N", "F", "H", "H", "H", "H", "H", "H", "H"],
  "positions_angstrom": [[1.36403, 1.88044, 0.56976], [2.28129, 1.35989, 0.00949], [-2.10795, 0.59539, -0.59067], [0.37775, -1.73787, 0.42923], [-1.08515, -0.20992, -0.43796], [-0.86244, -1.03612, 0.50946], [-3.12761, 0.57512, 0.28418], [0.57929, 2.38349, 1.05134], [3.07010, 0.84853, -0.45718], [-2.23694, 1.22178, -1.44836], [0.89635, -1.63760, 1.38602], [0.18738, -2.79912, 0.24984], [1.02715, -1.35470, -0.37324], [-0.36325, -0.08929, -1.18190]],
  "nbo_charge": [-0.222, -0.249, 0.274, -0.435, -0.239, -0.376, -0.313, 0.236, 0.231, 0.163, 0.205, 0.192, 0.152, 0.379]
}

two:
{
  "formula": "C4H7FN2",
  "method": "ωB97M-V/def2-TZVPD",
  "homo_energy_ha": -0.3085,
  "smiles": "[H]/N=C(\\C)N/C=C\\F",
  "orbital_gap_ev": 9.273,
  "elements": ["H", "N", "C", "C", "N", "C", "C", "F", "H", "H", "H", "H", "H", "H"],
  "positions_angstrom": [[1.29713, -1.68587, 1.71353], [0.73355, -1.52706, 0.87760], [0.32698, -0.35276, 0.86814], [0.29118, 0.51065, 2.06527], [-0.17586, 0.25207, -0.31657], [-0.23221, -0.42127, -1.56893], [-0.68647, 0.19636, -2.65141], [-1.16706, 1.45656, -2.63349], [1.16769, 0.38052, 2.70629], [0.09722, 1.55489, 1.82203], [-0.53435, 0.14431, 2.69351], [-0.46212, 1.22514, -0.33138], [0.15454, -1.42285, -1.65585], [-0.81021, -0.31069, -3.58875]],
  "nbo_charge": [0.343, -0.716, 0.459, -0.686, -0.627, -0.093, 0.155, -0.345, 0.232, 0.215, 0.238, 0.407, 0.246, 0.172]
}

Which of them is most stable, and which least? Most stable: two; least stable: one.

one:
{
  "formula": "C3H12N3O",
  "method": "ωB97M-V/def2-TZVPD",
  "charge": 1,
  "homo_energy_ha": -0.4773,
  "orbital_gap_ev": 9.671,
  "elements": ["C", "C", "C", "N", "N", "N", "O", "H", "H", "H", "H", "H", "H", "H", "H", "H", "H", "H", "H"],
  "positions_angstrom": [[0.69648, -1.55211, -0.35508], [-0.27356, 0.74304, -1.46199], [0.02605, 0.26261, -0.01875], [-1.28558, 0.20474, 0.66591], [1.00478, 0.95070, 0.65942], [0.87254, 0.73390, 2.00517], [-1.61711, 0.28735, -1.71025], [1.64116, -1.66106, 0.13686], [0.01483, -2.18946, 0.33945], [0.66058, -1.71372, -1.42324], [0.34712, 0.13938, -2.20272], [-0.25126, 1.76207, -1.60049], [-1.54348, 1.14748, 0.93952], [-1.26119, -0.68678, 1.31539], [1.90788, 0.87200, 0.29654], [1.16910, -0.20582, 2.32813], [-1.87911, -0.10387, -0.16437], [1.24778, 1.46336, 2.60181], [-1.47701, -0.45380, -2.35133]],
  "nbo_charge": [-0.644, -0.104, 0.318, -0.745, -0.478, -0.700, -0.724, 0.222, 0.199, 0.216, 0.202, 0.210, 0.458, 0.474, 0.378, 0.346, 0.472, 0.395, 0.507]
}

two:
{
  "formula": "C3H12N3O",
  "method": "ωB97M-V/def2-TZVPD",
  "charge": 1,
  "homo_energy_ha": -0.5110,
  "orbital_gap_ev": 10.888,
  "elements": ["C", "N", "C", "N", "H", "H", "H", "H", "H", "H", "H", "N", "C", "O", "H", "H", "H", "H", "H"],
  "positions_angstrom": [[-2.35393, 0.78633, 1.12104], [0.28835, 2.46222, -0.76107], [-0.80706, 2.21956, -0.06666], [-1.20968, 1.02572, 0.24862], [-3.04512, 0.08879, 0.66069], [-2.88108, 1.71810, 1.32073], [-2.02757, 0.36648, 2.06670], [0.90681, 1.71388, -1.03222], [0.58646, 3.40841, -0.93900], [-1.42361, 3.06066, 0.21655], [-0.56458, 0.23508, 0.04664], [0.44983, -1.22456, -0.58285], [1.56225, -1.72828, 0.20171], [1.82653, -3.04854, -0.19482], [0.69769, -1.28013, -1.56700], [-0.32340, -1.88125, -0.49136], [2.41965, -1.07637, 0.02921], [1.29258, -1.68174, 1.25694], [2.54205, -3.40972, 0.34115]],
  "nbo_charge": [-0.417, -0.726, 0.394, -0.520, 0.230, 0.222, 0.226, 0.424, 0.434, 0.220, 0.450, -0.877, 0.094, -0.720, 0.385, 0.382, 0.156, 0.158, 0.486]
}

Which of them is most stable, and which least? Most stable: two; least stable: one.